[1]
{"formula": "C40H82N4O10", "method": "ωB97M-V/def2-TZVPD", "species": ["C", "C", "C", "C", "C", "C", "C", "C", "C", "C", "C", "C", "O", "C", "C", "C", "C", "O", "H", "H", "H", "H", "H", "H", "H", "H", "H", "H", "H", "H", "H", "H", "H", "H", "H", "H", "H", "H", "H", "H", "C", "O", "C", "C", "N", "C", "C", "O", "C", "H", "H", "H", "H", "H", "H", "H", "H", "H", "H", "H", "H", "H", "H", "H", "C", "O", "C", "C", "N", "C", "C", "O", "C", "H", "H", "H", "H", "H", "H", "H", "H", "H", "H", "H", "H", "H", "H", "H", "C", "O", "C", "C", "N", "C", "C", "O", "C", "H", "H", "H", "H", "H", "H", "H", "H", "H", "H", "H", "H", "H", "H", "H", "C", "O", "C", "C", "N", "C", "C", "O", "C", "H", "H", "H", "H", "H", "H", "H", "H", "H", "H", "H", "H", "H", "H", "H"], "positions_angstrom": [[1.6299, -0.8789, 0.7967], [2.7463, -0.2147, 1.1098], [3.7844, -0.7711, 2.0173], [4.8912, -1.3452, 1.5292], [5.2256, -1.5393, 0.0761], [6.1329, -0.4439, -0.5118], [5.3677, 0.7530, -1.0868], [4.1920, 0.4261, -2.0227], [4.4264, -0.7074, -3.0424], [3.2522, -1.7048, -3.1667], [3.5905, -3.1684, -2.8156], [5.8946, -1.8195, 2.5353], [7.0878, -1.7575, 2.3303], [5.3555, -2.3493, 3.8334], [6.1002, -3.4649, 4.4850], [4.2522, -1.7750, 4.3001], [3.6251, -0.6860, 3.5090], [3.0199, 0.2252, 4.0284], [1.2733, -0.9091, -0.2276], [1.0687, -1.4197, 1.5529], [2.9554, 0.7606, 0.6828], [4.3039, -1.6556, -0.4922], [5.7599, -2.4901, 0.0053], [6.8468, -0.0947, 0.2338], [6.7337, -0.8875, -1.3085], [6.0713, 1.4330, -1.5720], [4.9633, 1.3140, -0.2364], [3.9880, 1.3366, -2.5881], [3.2925, 0.2512, -1.4321], [4.5362, -0.2378, -4.0219], [5.3586, -1.2405, -2.8549], [2.8650, -1.6719, -4.1867], [2.4210, -1.3766, -2.5370], [4.6664, -3.3406, -2.8562], [3.1141, -3.8384, -3.5320], [3.1908, -3.4426, -1.8389], [5.7352, -3.6527, 5.4921], [7.1717, -3.2728, 4.4794], [5.9476, -4.3775, 3.9019], [3.7891, -2.0835, 5.2296], [-0.2009, 0.0610, 4.4256], [-0.7048, 0.0311, 3.1025], [-1.7598, -0.8965, 2.8966], [-3.0735, -0.1830, 2.6601], [-3.5434, 0.4804, 3.8663], [-4.6749, 1.3801, 3.6633], [-4.4829, 2.5827, 2.7454], [-3.5925, 3.5640, 3.2399], [-2.2223, 3.3374, 2.9732], [0.6993, 0.6669, 4.4136], [-0.9178, 0.5003, 5.1288], [0.0606, -0.9439, 4.7732], [-1.8325, -1.5947, 3.7364], [-1.5214, -1.4756, 1.9979], [-3.8238, -0.9141, 2.3405], [-2.9148, 0.5167, 1.8273], [-2.7771, 1.0079, 4.2648], [-4.9674, 1.7523, 4.6464], [-5.5175, 0.7908, 3.2884], [-5.4534, 3.0796, 2.6611], [-4.1945, 2.2883, 1.7278], [-2.0768, 2.8201, 2.0198], [-1.7350, 2.7605, 3.7644], [-1.7336, 4.3105, 2.9214], [-7.0696, -0.9371, 4.9408], [-7.0726, 0.3552, 5.5089], [-8.1623, 1.1768, 5.1149], [-9.1225, 1.4102, 6.2604], [-9.8453, 0.1934, 6.5997], [-10.6248, 0.2677, 7.8303], [-9.8821, 0.5026, 9.1410], [-9.0538, -0.5710, 9.5421], [-7.7545, -0.5853, 8.9845], [-6.1024, -1.3829, 5.1686], [-7.8579, -1.5770, 5.3530], [-7.1893, -0.8955, 3.8528], [-8.6806, 0.7482, 4.2512], [-7.7461, 2.1429, 4.8116], [-9.8438, 2.1789, 5.9655], [-8.5375, 1.8071, 7.1018], [-9.1827, -0.5669, 6.6821], [-11.1673, -0.6759, 7.9266], [-11.3767, 1.0557, 7.7147], [-10.6366, 0.6039, 9.9253], [-9.3114, 1.4397, 9.1320], [-7.3794, 0.4269, 8.8080], [-7.7126, -1.1467, 8.0463], [-7.0977, -1.0809, 9.6992], [-1.3938, 4.8652, -1.1508], [-1.1313, 5.4255, -2.4210], [-0.4375, 6.6661, -2.3932], [0.9744, 6.5223, -2.9192], [1.7977, 5.7513, -2.0003], [3.1089, 5.3706, -2.5101], [3.1793, 4.4625, -3.7332], [2.6977, 3.1508, -3.5085], [1.2996, 2.9813, -3.6417], [-2.0709, 4.0262, -1.3034], [-0.4860, 4.4949, -0.6608], [-1.8769, 5.5890, -0.4871], [-0.4334, 7.0851, -1.3823], [-0.9815, 7.3579, -3.0422], [1.4108, 7.5192, -3.0363], [0.9098, 6.0672, -3.9178], [1.2945, 4.9119, -1.7430], [3.6311, 4.8612, -1.6961], [3.6750, 6.2824, -2.7285], [4.2366, 4.3537, -3.9887], [2.6892, 4.8986, -4.6126], [0.8802, 3.6530, -4.3956], [0.7727, 3.1307, -2.6949], [1.1261, 1.9510, -3.9548], [4.8217, -5.2777, -9.8810], [4.6391, -3.9571, -9.4163], [3.5191, -3.2796, -9.9703], [2.4346, -3.0691, -8.9365], [1.8030, -4.3279, -8.5683], [0.9045, -4.2481, -7.4225], [1.4900, -3.8445, -6.0743], [2.3739, -4.7952, -5.5102], [3.7133, -4.7263, -5.9597], [5.7929, -5.6136, -9.5219], [4.0548, -5.9636, -9.5037], [4.8180, -5.3195, -10.9746], [3.1285, -3.8196, -10.8384], [3.8679, -2.3011, -10.3116], [1.6740, -2.4018, -9.3540], [2.8941, -2.5566, -8.0797], [2.5246, -5.0084, -8.3681], [0.4474, -5.2330, -7.2994], [0.0959, -3.5512, -7.6674], [0.6567, -3.7641, -5.3711], [1.9670, -2.8569, -6.1076], [4.0125, -3.7021, -6.2011], [3.8872, -5.3654, -6.8300], [4.3505, -5.0902, -5.1535]], "mulliken_charge": [-0.857, -0.634, 0.534, 0.137, 0.498, -1.174, -1.107, 0.425, -1.105, 0.421, -1.143, 0.273, -0.576, 0.601, -1.450, -0.886, 0.373, -0.575, 0.283, 0.189, 0.530, -0.227, 0.598, 0.518, 0.363, 0.480, 0.311, 0.132, -0.090, 0.471, 0.370, 0.035, 0.091, 0.329, 0.174, 0.280, 0.382, 0.332, 0.305, 0.415, -0.823, -0.148, -0.977, -0.262, -0.110, -0.335, -0.695, -0.454, -0.413, 0.206, 0.323, 0.391, 0.461, 0.399, 0.366, 0.177, 0.066, 0.355, 0.098, 0.400, 0.335, 0.177, 0.129, 0.357, -0.925, -0.339, -0.729, -0.295, -0.306, -0.698, -0.466, -0.435, -0.493, 0.238, 0.376, 0.411, 0.412, 0.363, 0.404, 0.192, 0.080, 0.371, 0.399, 0.352, 0.343, 0.266, 0.138, 0.328, -0.760, -0.354, -0.800, -0.195, -0.270, -0.810, -0.538, -0.309, -0.652, 0.253, 0.306, 0.397, 0.392, 0.401, 0.387, 0.174, 0.012, 0.405, 0.406, 0.373, 0.384, 0.339, 0.179, 0.281, -0.719, -0.345, -0.811, -0.109, -0.287, -1.122, 0.006, -0.477, -0.628, 0.239, 0.299, 0.343, 0.408, 0.394, 0.364, 0.098, 0.101, 0.367, 0.454, 0.426, 0.091, 0.249, 0.281, 0.341], "largest_force_ev_per_a": 1.37, "e_homo_ev": -8.63, "e_tot_ha": -2544.4164, "orbital_gap_ev": 7.970, "smiles": "C=CC1=C(CCCCCCC)C(=O)C(C)=CC1=O.COCCNCCOC.COCCNCCOC.COCCNCCOC.COCCNCCOC"}

---

[2]
{"formula": "C40H83BF4N12O2", "method": "ωB97M-V/def2-TZVPD", "species": ["C", "C", "N", "C", "C", "N", "C", "C", "H", "H", "H", "H", "H", "H", "H", "H", "H", "H", "H", "C", "C", "N", "C", "C", "N", "C", "C", "H", "H", "H", "H", "H", "H", "H", "H", "H", "H", "H", "C", "C", "N", "C", "C", "N", "C", "C", "H", "H", "H", "H", "H", "H", "H", "H", "H", "H", "H", "C", "C", "N", "C", "C", "N", "C", "C", "H", "H", "H", "H", "H", "H", "H", "H", "H", "H", "H", "C", "C", "N", "C", "C", "N", "C", "C", "H", "H", "H", "H", "H", "H", "H", "H", "H", "H", "H", "C", "N", "C", "C", "C", "C", "O", "H", "H", "H", "H", "H", "H", "H", "H", "H", "H", "H", "H", "H", "H", "C", "N", "C", "C", "C", "C", "O", "H", "H", "H", "H", "H", "H", "H", "H", "H", "H", "H", "H", "H", "H", "B", "F", "F", "F", "F"], "positions_angstrom": [[13.7449, -1.2808, 19.8782], [13.1259, -0.0844, 19.2610], [14.0979, 0.8858, 18.7325], [15.0275, 0.5809, 17.7803], [15.7931, 1.7557, 17.5387], [15.3626, 2.7534, 18.4042], [14.2975, 2.1710, 19.0834], [15.7726, 4.1598, 18.5388], [14.2276, -1.0374, 20.8247], [14.3310, -1.8603, 19.1648], [12.9258, -1.9412, 20.1627], [12.4212, 0.4541, 19.8947], [12.4863, -0.3219, 18.4109], [15.1820, -0.3885, 17.3299], [16.5845, 2.0017, 16.8462], [13.7556, 2.7687, 19.8015], [15.2522, 4.8733, 17.8998], [16.8453, 4.0948, 18.3568], [15.5631, 4.4421, 19.5705], [5.6861, 2.7911, 14.2730], [7.1494, 2.2392, 14.3520], [7.4402, 1.2996, 13.2950], [6.8350, 0.0392, 13.0319], [7.4215, -0.4316, 11.8204], [8.3628, 0.4729, 11.3767], [8.3576, 1.4934, 12.2915], [9.1139, 0.4113, 10.1423], [5.0666, 1.8943, 14.2712], [5.5225, 3.3446, 13.3483], [5.4164, 3.3943, 15.1399], [7.4668, 1.7197, 15.2562], [7.7947, 3.1115, 14.2478], [5.9554, -0.2465, 13.5897], [7.0408, -1.1962, 11.1596], [8.8116, 2.4617, 12.1405], [9.1728, 1.4326, 9.7660], [8.5858, -0.2666, 9.4717], [10.1065, 0.0734, 10.4403], [13.0481, -3.8158, 16.2970], [13.7210, -4.6441, 17.4183], [12.8208, -5.4266, 18.2114], [12.2961, -6.6570, 17.7591], [11.3720, -7.0200, 18.6953], [11.3060, -6.0887, 19.6896], [12.1795, -5.0647, 19.3890], [10.4984, -6.1821, 20.8477], [12.5245, -4.3704, 15.5184], [13.7843, -3.1949, 15.7865], [12.3136, -3.2021, 16.8185], [14.3809, -4.0449, 18.0456], [14.5014, -5.2896, 17.0153], [12.5965, -7.1995, 16.8749], [10.8087, -7.9412, 18.7166], [12.3375, -4.2137, 20.0348], [11.1765, -6.2547, 21.6980], [9.8437, -7.0521, 20.7973], [10.0163, -5.2145, 20.9879], [10.3758, 4.4318, 16.8498], [10.7070, 4.3874, 15.2974], [12.0693, 4.9511, 14.9461], [13.2682, 4.6702, 15.6058], [14.1967, 5.5661, 15.1311], [13.6380, 6.3259, 14.0606], [12.3486, 5.8976, 13.9448], [14.2281, 7.3327, 13.2805], [9.3696, 4.0390, 16.9963], [10.4266, 5.4477, 17.2416], [10.9914, 3.6631, 17.3169], [9.9997, 4.8992, 14.6448], [10.6933, 3.3509, 14.9603], [13.2971, 3.9288, 16.3906], [15.2369, 5.6730, 15.4011], [11.6359, 6.3546, 13.2743], [13.6463, 8.2507, 13.3641], [14.2114, 6.9705, 12.2526], [15.2591, 7.5496, 13.5601], [8.7666, -2.7011, 18.4720], [8.3193, -2.3950, 17.0074], [8.7456, -3.3232, 15.9609], [9.4315, -2.8609, 14.8304], [9.6321, -3.9465, 13.9880], [9.0564, -5.0784, 14.5778], [8.5455, -4.6612, 15.7887], [9.0747, -6.4375, 13.9601], [8.2369, -2.0733, 19.1884], [9.8310, -2.4693, 18.4329], [8.7181, -3.7293, 18.8307], [8.5440, -1.3701, 16.7122], [7.2312, -2.3475, 16.9626], [9.8561, -1.8723, 14.7371], [10.2527, -3.9501, 13.1041], [8.0981, -5.2786, 16.5536], [9.8642, -7.0544, 14.3894], [9.2753, -6.4367, 12.8888], [8.0830, -6.8878, 14.0023], [15.8047, 0.0562, 13.4189], [14.4814, 0.0187, 12.6649], [14.8474, -0.2372, 11.1777], [13.6465, -1.1336, 13.2165], [13.9017, 1.3596, 12.9859], [12.5321, 1.6202, 12.3077], [12.7400, 1.7735, 10.9349], [16.3230, 0.9429, 13.0540], [16.3714, -0.8612, 13.2598], [15.5852, 0.1053, 14.4855], [13.9184, -0.4092, 10.6343], [15.4835, -1.1224, 11.1831], [15.3193, 0.6881, 10.8474], [12.6134, -1.2626, 12.8937], [13.3655, -0.9438, 14.2524], [14.0821, -2.1326, 13.1973], [14.6235, 2.0856, 12.6118], [13.9012, 1.4687, 14.0704], [12.0665, 2.5205, 12.7086], [11.7678, 0.8479, 12.3932], [12.3246, 2.5744, 10.6067], [7.2479, 1.2444, 21.3623], [8.0975, 2.4317, 20.8695], [8.2133, 3.5167, 21.9500], [9.5614, 1.9855, 20.6394], [7.5753, 3.0327, 19.6118], [7.4112, 2.1202, 18.3757], [6.3500, 1.1511, 18.5693], [6.1923, 1.5065, 21.4333], [7.8220, 0.8401, 22.1960], [7.4075, 0.4979, 20.5842], [8.8528, 4.3568, 21.6791], [8.5691, 2.9694, 22.8230], [7.2855, 3.9601, 22.3114], [10.1329, 2.7314, 20.0871], [9.4535, 1.0512, 20.0883], [10.0348, 1.7188, 21.5843], [8.2029, 3.8796, 19.3343], [6.5924, 3.4743, 19.7757], [8.3339, 1.6601, 18.0222], [7.1589, 2.8043, 17.5655], [6.0447, 0.7928, 17.7327], [11.0025, 0.7301, 15.9995], [10.3673, 1.1705, 17.1256], [10.1391, 0.9000, 14.9595], [12.1607, 1.4769, 15.8120], [11.2546, -0.6321, 16.2567]], "mulliken_charge": [-1.125, 0.240, 0.456, -0.368, -0.712, 0.113, -0.252, -0.774, 0.361, 0.321, 0.345, 0.144, -0.415, 0.554, 0.561, 0.484, 0.227, 0.410, 0.356, -1.215, -0.276, 0.503, -0.020, -0.469, 0.148, -0.199, -0.605, 0.425, 0.396, 0.424, 0.292, -0.085, 0.552, 0.588, 0.474, 0.313, 0.319, 0.325, -0.160, -1.195, 0.317, -0.475, -0.398, 0.148, -0.447, -0.724, 0.421, 0.155, 0.059, 0.337, 0.394, 0.541, 0.506, 0.550, 0.390, 0.298, 0.303, -0.644, -0.146, 0.266, -0.097, -0.625, 0.086, -0.387, -0.772, 0.059, 0.471, 0.032, 0.499, -0.313, 0.377, 0.480, 0.508, 0.346, 0.347, 0.350, -1.119, -0.051, 0.504, -0.103, -1.049, 0.190, -0.304, -0.846, 0.244, 0.202, 0.451, -0.190, 0.438, 0.529, 0.488, 0.498, 0.335, 0.353, 0.380, -0.796, 0.160, -0.769, -0.910, -0.494, 0.355, -0.610, 0.435, 0.420, 0.248, 0.318, 0.430, 0.334, 0.309, 0.126, 0.536, 0.423, 0.075, 0.471, -0.394, 0.390, -0.596, 0.081, -0.851, -1.096, -1.302, 0.804, -0.545, 0.342, 0.372, 0.192, 0.387, 0.428, 0.373, 0.382, 0.299, 0.568, 0.544, 0.548, -0.342, 0.312, 0.274, -0.775, -0.254, 0.330, -0.136, -0.025], "largest_force_ev_per_a": 5.87, "charge": 7, "e_homo_ev": [-23.58, -23.58], "e_tot_ha": -2802.8628, "multiplicity": 2, "orbital_gap_ev": [6.627, 2.462]}